Entry P
Computed, not measured: a structure of composition C43H57AsN4O5PPbS, with the ωB97M-V functional and the def2-TZVPD basis.

Last column: Mulliken charge in e.
Geometry (Å):
Pb (0.583, 0.950, -0.895)  0.55
C (-2.047, -1.723, -3.830)  -1.23
C (-1.188, -2.703, -4.248)  -0.77
C (0.180, -2.533, -4.021)  -0.82
C (0.578, -1.442, -3.237)  0.64
N (-0.285, -0.514, -2.795)  0.22
C (-1.588, -0.656, -3.073)  -0.15
C (1.993, -1.336, -2.802)  0.42
C (2.993, -1.960, -3.510)  -1.03
C (4.244, -2.030, -2.965)  -1.06
C (4.480, -1.473, -1.716)  -0.91
C (3.444, -0.750, -1.118)  0.30
N (2.225, -0.651, -1.660)  0.56
C (3.631, -0.098, 0.202)  0.87
C (4.799, -0.289, 0.944)  -0.91
C (4.898, 0.273, 2.228)  -0.62
C (3.865, 1.076, 2.683)  -0.84
C (2.792, 1.282, 1.811)  -0.50
N (2.635, 0.684, 0.633)  0.71
H (-3.058, -1.869, -4.115)  0.52
H (-1.547, -3.542, -4.846)  0.50
H (0.835, -3.295, -4.452)  0.38
H (-2.235, 0.129, -2.775)  0.71
H (2.734, -2.331, -4.470)  0.64
H (5.055, -2.513, -3.469)  0.50
H (5.467, -1.510, -1.259)  0.39
H (5.598, -0.928, 0.599)  0.41
H (5.740, -0.001, 2.838)  0.48
H (3.871, 1.484, 3.750)  0.42
H (2.037, 2.005, 2.076)  0.54
O (-2.929, 3.040, -4.409)  -0.46
C (-2.082, 3.014, -3.439)  0.12
O (-1.124, 2.274, -3.465)  -0.38
C (-2.433, 3.874, -2.246)  0.34
C (-3.508, 4.827, -2.157)  -0.52
C (-3.659, 5.530, -1.010)  -0.64
C (-2.797, 5.294, 0.049)  -0.61
C (-1.728, 4.383, -0.140)  0.33
N (-1.607, 3.675, -1.248)  0.36
C (-0.768, 4.133, 0.948)  0.49
O (-1.107, 4.553, 2.121)  -0.31
O (0.305, 3.522, 0.827)  -0.40
H (-2.699, 2.311, -4.975)  0.37
H (-4.155, 4.993, -3.013)  0.55
H (-4.461, 6.263, -0.857)  0.46
H (-2.862, 5.811, 1.003)  0.57
C (2.792, 6.953, -3.409)  -0.96
As (3.906, 5.357, -3.129)  0.53
C (4.426, 4.924, -1.291)  -0.92
C (5.493, 5.509, -4.184)  -0.93
S (2.561, 3.790, -3.793)  -0.04
H (3.219, 7.834, -2.977)  0.40
H (1.847, 6.690, -2.921)  0.34
H (2.741, 6.971, -4.507)  0.38
H (5.053, 5.726, -0.908)  0.46
H (5.006, 4.002, -1.344)  0.37
H (3.517, 4.850, -0.712)  0.22
H (6.185, 6.074, -3.562)  0.40
H (5.234, 6.036, -5.124)  0.35
H (6.019, 4.571, -4.378)  0.38
O (-0.125, -0.700, 0.312)  0.14
P (-1.226, -1.341, 1.131)  -0.36
C (-1.619, -2.920, 0.344)  0.28
C (-2.596, -3.981, 1.042)  -1.06
C (-1.890, -5.315, 1.301)  -0.69
C (-1.364, -5.984, 0.008)  -1.02
C (-0.716, -4.912, -0.899)  -0.70
C (-0.333, -3.619, -0.205)  0.46
C (-2.675, -0.249, 0.895)  1.52
C (-2.525, 1.166, 1.534)  -0.51
C (-2.907, 1.157, 3.022)  -0.48
C (-4.233, 0.437, 3.359)  -1.07
C (-4.439, -0.921, 2.657)  -0.45
C (-4.069, -0.787, 1.147)  -1.57
C (-0.546, -1.457, 2.830)  0.33
C (0.966, -1.935, 2.705)  0.13
C (1.310, -3.278, 3.357)  -0.81
C (0.806, -3.425, 4.816)  -0.89
C (-0.463, -2.637, 5.079)  -0.99
C (-1.305, -2.379, 3.863)  -0.04
H (-2.167, -2.476, -0.517)  0.49
H (-3.458, -4.115, 0.397)  0.52
H (-3.047, -3.592, 1.963)  0.35
H (-2.591, -5.928, 1.834)  0.73
H (-1.072, -5.234, 2.019)  -0.02
H (-2.156, -6.479, -0.553)  0.38
H (-0.627, -6.764, 0.310)  0.33
H (-1.492, -4.695, -1.653)  0.24
H (0.152, -5.395, -1.457)  0.35
H (0.229, -2.993, -0.911)  -0.69
H (0.332, -3.873, 0.641)  0.10
H (-2.578, -0.170, -0.183)  -0.71
H (-3.222, 1.786, 1.007)  0.92
H (-1.511, 1.572, 1.439)  -0.38
H (-2.974, 2.197, 3.311)  0.58
H (-2.025, 0.716, 3.565)  0.15
H (-5.101, 1.017, 3.045)  0.37
H (-4.265, 0.357, 4.452)  0.39
H (-5.485, -1.216, 2.796)  0.51
H (-3.901, -1.741, 3.175)  0.11
H (-4.680, -0.051, 0.641)  0.68
H (-4.254, -1.739, 0.630)  0.36
H (-0.556, -0.389, 3.058)  0.41
H (1.555, -1.179, 3.251)  0.37
H (1.328, -1.925, 1.678)  0.02
H (2.383, -3.493, 3.340)  0.63
H (0.799, -4.077, 2.824)  -0.16
H (1.614, -3.053, 5.442)  0.34
H (0.737, -4.481, 5.089)  0.41
H (-0.220, -1.678, 5.480)  0.42
H (-1.093, -3.149, 5.853)  0.37
H (-2.244, -1.868, 4.117)  0.05
H (-1.572, -3.332, 3.361)  -0.02

The calculation puts the HOMO-LUMO gap (alpha / beta) at 0.219 / 0.189 Ha. As for the charge: +3.

Entry Q
Computed, not measured: a structure of composition C43H57AsN4O5PPbS, with the ωB97M-V functional and the def2-TZVPD basis.

Last column: Mulliken charge in e.
Geometry (Å):
Pb (6.205, -0.803, 19.667)  2.02
C (5.855, 1.965, 14.770)  -0.47
C (5.715, 2.425, 16.105)  -0.68
C (6.722, 2.206, 17.012)  -0.24
C (7.880, 1.640, 16.588)  1.51
N (8.042, 1.211, 15.289)  0.06
C (7.024, 1.400, 14.395)  -0.44
C (9.033, 1.636, 17.497)  -0.66
C (10.232, 2.253, 17.110)  -0.92
C (11.235, 2.276, 18.000)  -1.15
C (11.058, 1.557, 19.220)  -0.65
C (9.814, 1.107, 19.560)  0.54
N (8.822, 1.053, 18.651)  0.33
C (9.617, 0.301, 20.853)  0.56
C (10.402, 0.694, 21.963)  -0.95
C (10.340, -0.059, 23.093)  -0.60
C (9.400, -1.033, 23.229)  -1.03
C (8.722, -1.405, 22.030)  0.05
N (8.862, -0.769, 20.897)  0.24
H (5.008, 2.174, 14.100)  0.44
H (4.704, 2.749, 16.306)  0.48
H (6.533, 2.502, 18.043)  0.57
H (7.188, 0.982, 13.440)  0.51
H (10.245, 2.675, 16.140)  0.76
H (12.214, 2.718, 17.746)  0.44
H (11.864, 1.389, 19.955)  0.46
H (11.165, 1.444, 21.783)  0.49
H (11.101, 0.077, 23.850)  0.43
H (9.215, -1.577, 24.171)  0.44
H (7.961, -2.249, 22.058)  0.30
O (7.056, -5.447, 20.270)  -0.48
C (7.068, -4.253, 19.694)  -0.15
O (7.943, -3.441, 19.880)  -0.47
C (5.923, -4.075, 18.705)  0.35
C (5.093, -5.034, 18.210)  -0.32
C (4.248, -4.677, 17.163)  -0.53
C (4.222, -3.418, 16.703)  -1.37
C (5.137, -2.509, 17.215)  0.37
N (5.949, -2.788, 18.247)  0.86
C (5.065, -1.014, 16.783)  0.98
O (4.494, -0.671, 15.754)  -0.72
O (5.697, -0.264, 17.582)  -0.88
H (7.855, -5.461, 20.829)  0.41
H (5.149, -6.027, 18.767)  0.52
H (3.474, -5.377, 16.879)  0.50
H (3.436, -3.190, 15.933)  0.46
C (7.556, -1.888, 14.570)  -0.66
As (9.375, -1.562, 15.085)  0.74
C (9.678, -1.938, 17.005)  -0.70
C (10.577, -2.405, 13.924)  -1.04
S (9.650, 0.648, 14.718)  -0.08
H (7.414, -2.899, 14.865)  0.52
H (7.381, -1.917, 13.480)  0.44
H (6.895, -1.125, 15.023)  -0.14
H (8.762, -1.834, 17.581)  -0.04
H (10.298, -1.101, 17.288)  0.32
H (10.046, -2.931, 17.211)  0.59
H (10.376, -2.190, 12.867)  0.39
H (10.310, -3.449, 13.922)  0.44
H (11.565, -2.298, 14.255)  0.44
O (4.305, -1.693, 20.081)  -1.09
P (3.114, -1.501, 21.103)  -1.19
C (2.117, -0.057, 20.636)  0.97
C (0.880, -0.010, 21.559)  -1.42
C (-0.406, -0.062, 20.781)  -0.86
C (-0.487, 1.027, 19.692)  -0.90
C (0.809, 1.120, 18.820)  -1.04
C (1.775, 0.013, 19.090)  -0.31
C (3.944, -1.024, 22.678)  0.58
C (4.945, -2.141, 23.072)  -0.43
C (4.352, -3.175, 24.013)  -0.19
C (3.830, -2.481, 25.241)  -1.22
C (2.704, -1.488, 24.870)  -0.22
C (3.223, -0.431, 23.881)  -1.56
C (2.255, -3.070, 21.003)  1.66
C (2.175, -3.413, 19.526)  0.35
C (0.870, -4.191, 19.163)  -1.12
C (0.670, -5.307, 20.187)  -0.80
C (0.551, -4.798, 21.650)  -1.04
C (0.979, -3.347, 21.764)  -0.97
H (2.674, 0.831, 20.806)  1.09
H (0.985, 0.962, 22.052)  0.50
H (1.004, -0.696, 22.417)  0.46
H (-1.277, 0.104, 21.517)  0.45
H (-0.512, -1.003, 20.293)  0.07
H (-0.637, 2.026, 20.216)  0.29
H (-1.332, 0.767, 19.115)  0.46
H (1.306, 2.071, 18.947)  0.46
H (0.446, 1.073, 17.779)  0.39
H (2.640, 0.047, 18.413)  -0.29
H (1.323, -0.866, 18.757)  0.37
H (4.550, -0.200, 22.291)  0.24
H (5.689, -1.570, 23.612)  0.69
H (5.349, -2.546, 22.143)  -0.14
H (5.014, -4.013, 24.201)  0.53
H (3.499, -3.723, 23.517)  -0.10
H (4.548, -1.883, 25.731)  0.40
H (3.425, -3.161, 25.955)  0.53
H (2.196, -1.020, 25.720)  0.51
H (1.918, -2.019, 24.410)  -0.11
H (3.961, 0.153, 24.367)  0.60
H (2.446, 0.274, 23.562)  0.24
H (2.951, -3.785, 21.495)  0.65
H (2.998, -4.080, 19.266)  -0.68
H (2.274, -2.499, 18.941)  -0.09
H (1.065, -4.681, 18.158)  0.41
H (0.089, -3.415, 19.076)  0.38
H (1.428, -6.115, 19.983)  0.31
H (-0.174, -5.953, 19.875)  0.48
H (1.146, -5.431, 22.270)  0.30
H (-0.433, -4.854, 21.995)  0.57
H (1.037, -3.023, 22.732)  0.19
H (0.110, -2.787, 21.358)  0.01

The calculation puts the HOMO-LUMO gap at 0.268 Ha. As for the charge: +3.

Energy above the most stable structure, in hartree: entry P 0.0000; entry Q 0.0220

Entry P
Computed, not measured: a structure of composition C10H10N5NiO4S2, with the ωB97M-V functional and the def2-TZVPD basis.

Last column: Mulliken spin population.
Geometry (Å):
Ni (-1.423, 0.922, 0.316)  1.70
C (-2.184, -2.482, -2.076)  0.00
C (-1.428, -1.950, -0.890)  0.01
O (-1.953, -1.209, -0.069)  0.00
N (-0.139, -2.339, -0.750)  0.00
C (0.691, -1.767, 0.302)  0.00
C (1.402, -0.526, -0.166)  0.00
C (2.767, -0.542, -0.396)  0.00
C (3.387, 0.603, -0.874)  0.00
C (2.615, 1.720, -1.115)  0.00
C (1.252, 1.664, -0.853)  0.00
N (0.655, 0.567, -0.379)  0.03
H (-3.168, -2.026, -2.082)  0.00
H (-2.271, -3.568, -2.024)  0.00
H (-1.663, -2.224, -3.000)  0.00
H (0.302, -2.824, -1.513)  0.00
H (1.418, -2.513, 0.622)  0.00
H (0.044, -1.528, 1.144)  0.00
H (3.331, -1.443, -0.194)  0.00
H (4.455, 0.617, -1.051)  0.00
H (3.044, 2.639, -1.487)  0.00
H (0.596, 2.514, -0.994)  0.00
O (-2.315, 3.563, -2.056)  0.00
S (-2.477, 3.354, -0.633)  0.00
O (-1.142, 2.900, -0.015)  0.06
O (-3.043, 4.454, 0.104)  0.00
S (-3.517, 1.593, -0.298)  0.14
N (1.815, -0.357, 5.537)  0.00
C (0.795, -0.283, 4.990)  0.00
N (-0.411, -0.249, 4.458)  0.00
C (-0.591, 0.184, 3.261)  0.00
N (-0.844, 0.534, 2.180)  0.05

As for the multiplicity: 3. The calculation puts the HOMO-LUMO gap (alpha / beta) at 0.268 / 0.269 Ha. As for the charge: -1. As for the expectation value of S²: 2.006.

Entry Q
Computed, not measured: a structure of composition C10H10N5NiO4S2, with the ωB97M-V functional and the def2-TZVPD basis.

Last column: Mulliken spin population.
Geometry (Å):
Ni (0.095, 1.296, 0.060)  1.70
C (3.755, 0.885, -0.016)  0.00
C (2.581, 0.071, 0.428)  0.01
O (1.639, -0.200, -0.322)  0.01
N (2.573, -0.358, 1.713)  0.01
C (1.434, -1.095, 2.225)  0.00
C (0.348, -0.256, 2.850)  0.00
C (0.051, -0.389, 4.197)  0.00
C (-1.001, 0.337, 4.735)  0.00
C (-1.722, 1.171, 3.906)  0.00
C (-1.349, 1.268, 2.574)  -0.01
N (-0.335, 0.573, 2.053)  0.04
H (3.806, 0.868, -1.100)  0.00
H (4.684, 0.527, 0.429)  0.00
H (3.554, 1.913, 0.293)  0.00
H (3.201, 0.096, 2.356)  0.00
H (1.788, -1.824, 2.956)  0.00
H (1.013, -1.639, 1.380)  0.00
H (0.633, -1.069, 4.805)  0.00
H (-1.256, 0.241, 5.783)  0.00
H (-2.562, 1.748, 4.263)  0.00
H (-1.865, 1.934, 1.897)  0.00
O (-0.709, 3.251, 0.510)  0.06
S (0.724, 3.646, 0.261)  -0.02
O (1.031, 5.028, 0.492)  0.00
O (1.496, 2.669, 1.123)  0.06
S (1.034, 2.888, -1.585)  0.10
N (-5.461, 0.784, 1.347)  0.00
C (-4.639, 0.280, 0.703)  0.00
N (-3.774, -0.394, -0.024)  0.00
C (-2.614, 0.064, -0.326)  0.01
N (-1.544, 0.375, -0.678)  0.03

As for the multiplicity: 3. The calculation puts the HOMO-LUMO gap (alpha / beta) at 0.272 / 0.269 Ha. As for the charge: -1. As for the expectation value of S²: 2.006.

Energy above the most stable structure, in hartree: entry P 0.0000; entry Q 0.0032

Entry P
Computed, not measured: an isolated molecule of CH3ClOS2, with the ωB97M-V functional and the def2-TZVPD basis.

Last column: Mulliken charge in e.
Geometry (Å):
C (-0.281, 0.116, 0.912)  -0.81
O (1.925, 0.554, -1.141)  -0.52
S (-0.363, -1.066, -0.526)  0.17
S (1.430, -0.832, -1.425)  0.32
Cl (-1.853, -0.058, -1.697)  -0.21
H (0.175, 1.170, 0.722)  0.33
H (0.225, -0.274, 1.798)  0.36
H (-1.258, 0.390, 1.356)  0.36

The calculation puts the HOMO-LUMO gap (alpha / beta) at 0.270 / 0.270 Ha.

Entry Q
Computed, not measured: a structure of composition CH3ClOS2, with the ωB97M-V functional and the def2-TZVPD basis.

Last column: Mulliken charge in e.
Geometry (Å):
C (0.720, 0.453, -0.131)  -0.72
O (-2.272, 1.287, 0.231)  -0.40
S (-0.513, -0.969, -0.487)  0.12
S (-2.389, -0.102, -0.174)  0.43
Cl (1.423, -2.584, 0.674)  -0.37
H (0.261, 0.990, 0.701)  0.31
H (1.123, 1.077, -0.916)  0.32
H (1.646, -0.152, 0.102)  0.31

The calculation puts the HOMO-LUMO gap (alpha / beta) at 0.214 / 0.296 Ha.

Energy above the most stable structure, in hartree: entry P 0.0000; entry Q 0.0206